A cluster of 3 separate species, H6O3 in total at a distorted geometry, computed with wB97M-V/def2-TZVPD.

Geometry as XYZ:
```
9
Properties=species:S:1:pos:R:3:mulliken_charge:R:1
O 0.7273 0.7963 1.5902 -0.70
H 1.2463 0.3567 0.9261 0.33
H 0.5953 0.0989 2.1951 0.34
O 0.6138 -0.7863 -1.9851 -0.63
H 1.2037 -0.9998 -1.2837 0.27
H -0.2641 -0.4990 -1.7833 0.39
O -1.3547 0.1085 -0.2317 -0.66
H -0.6628 0.4964 0.3110 0.37
H -2.1047 0.4282 0.2613 0.29
```

E_LUMO in eV: 0.408
Orbital gap in Ha: 0.4236
E_HOMO in eV: -11.12